Formula: C5H11N2O
Source: the Open Molecules 2025 dataset
Level of theory: ωB97M-V with the def2-TZVPD basis set

Results
- HOMO level: -13.37 eV
- Total energy: -381.45449 a.u.
- SMILES: C[C@H]1CON(C)C1=[NH2+]
- Energy relative to the best compared isomer or geometry (same formula, charge and spin): 550.0 kJ/mol
- LUMO level: -0.1780 Ha
- Gap between HOMO and LUMO: 8.5 eV

Geometry as ORCA input:
```
! wB97M-V def2-TZVPD RIJCOSX def2/J DEFGRID3
* xyz 1 1
C 0.10 0.06 0.69
C -0.43 -0.75 -1.52
C -1.01 -0.16 -0.22
C -2.00 0.98 -0.60
C 2.73 -0.71 0.15
N 1.50 -0.34 -0.32
N 0.34 0.73 1.79
O 0.82 -1.30 -1.12
H -0.96 -1.63 -1.87
H -0.31 0.21 -2.18
H -1.66 -0.94 0.17
H -2.68 1.43 0.15
H -2.68 0.66 -1.42
H -1.53 1.88 -1.03
H 3.18 -0.03 0.89
H 2.92 -1.48 0.89
H 3.25 -0.95 -0.77
H -0.43 1.17 2.16
H 1.25 0.73 2.23
*
```